23
Properties=species:S:1:pos:R:3:forces:R:3 method="wB97M-V/def2-TZVPD" charge=+1 relative_energy_ev=4.361 homo_lumo_gap_ev=8.82
C 0.506207 -0.277771 -0.770624 0.027 -1.760 1.836
C 0.137552 2.096862 -1.482054 -2.760 1.445 -1.560
C -2.386263 0.220182 1.042132 -1.888 0.588 -4.854
C -1.133094 -0.216766 1.078645 -0.581 0.012 -1.367
C 2.700237 -0.503886 -2.047734 0.445 -1.209 -1.736
C -2.520674 0.327711 2.484756 -0.163 -2.321 1.957
C 1.516590 -1.224588 -1.341133 1.308 -0.760 -2.013
C -0.994684 -0.145052 2.489971 -0.309 -1.390 2.735
N -0.178322 -0.814564 0.270848 0.918 0.069 -1.478
N 0.396654 0.950199 -1.104692 0.609 0.030 0.294
H 0.629014 3.061834 -1.198983 0.114 -1.231 0.091
H -0.814710 2.253148 -2.158991 1.895 -0.318 1.034
H 3.431821 -1.157220 -2.668049 -1.317 0.420 1.634
H 3.257821 0.026040 -1.311290 0.599 0.619 0.305
H 2.383702 0.153073 -2.878995 -0.307 0.097 0.787
H -3.084669 0.488066 0.121503 1.373 -0.705 2.206
H -2.626763 1.313843 2.840408 -0.457 1.076 0.744
H -3.242133 -0.425544 3.006515 1.225 1.474 -1.009
H 1.056916 -1.888013 -2.082791 -0.538 0.459 -0.167
H 1.855990 -2.029930 -0.647530 -0.154 1.192 0.229
H -0.725057 -1.171655 2.904833 -0.383 1.465 0.267
H -0.364680 0.664108 2.812884 0.613 0.028 0.525
H 0.198542 -1.700077 0.640373 -0.271 0.720 -0.459

***

24
Properties=species:S:1:pos:R:3:forces:R:3 method="wB97M-V/def2-TZVPD" charge=+1 relative_energy_ev=1.636 homo_lumo_gap_ev=9.66
C 3.368306 -0.268887 0.308614 0.022 -0.522 0.983
C 2.755268 0.992538 0.388049 1.301 -1.633 -1.016
C 2.626061 -1.380148 -0.090289 2.034 -2.755 -0.283
C 1.456831 1.064499 -0.002846 -2.604 3.344 -1.281
C 1.325519 -1.268360 -0.485771 -0.997 -0.142 1.286
C 0.720968 -0.046419 -0.365168 0.316 -0.677 0.270
C -1.056131 0.814269 -1.853196 0.517 3.080 3.258
C -1.570422 -0.709920 0.077501 0.440 -0.180 -1.797
N -0.672099 -0.008436 -0.669039 -2.767 -0.449 0.460
N -2.552219 0.365588 1.824181 -0.371 -0.221 2.956
O -2.855170 -0.866358 -0.274022 1.469 0.009 -1.411
H 4.381124 -0.393795 0.711525 -0.355 0.030 -0.542
H 3.412328 1.822567 0.529688 -0.189 0.658 0.436
H 3.025379 -2.488192 -0.157567 -0.274 2.631 0.401
H 0.947108 2.086010 -0.239220 0.983 -1.705 1.023
H 0.674745 -2.126963 -0.568301 0.288 -0.301 -0.679
H -0.224960 1.226025 -2.428681 0.266 -0.416 0.612
H -1.640434 0.286481 -2.469180 -2.323 -2.112 -2.246
H -1.644371 1.680401 -1.428710 0.505 -0.745 -0.788
H -1.142084 -1.338786 0.845153 0.003 0.128 0.025
H -2.460412 0.346008 2.862786 0.451 0.025 -1.009
H -1.917768 1.055727 1.471315 -0.226 0.961 0.115
H -3.535001 0.612190 1.734066 0.274 0.382 -0.672
H -3.422563 -1.456036 0.279112 1.237 0.610 -0.102

***

27
Properties=species:S:1:pos:R:3:forces:R:3 method="wB97M-V/def2-TZVPD" smiles="CCCC[C@H](C#N)[C@H](C#N)P(=O)(O)O" charge=0 relative_energy_ev=5.149 homo_lumo_gap_ev=10.86
C -3.058800 -0.339066 -2.098969 0.382 0.432 0.419
C -2.378132 -1.215708 -0.885344 0.080 0.881 0.154
C -1.660274 -0.141098 0.170975 -0.964 -1.204 -0.518
C -0.657424 -1.025999 1.119433 -0.837 0.658 1.015
C 0.669097 -0.179965 1.665155 -0.331 -0.389 1.593
C 0.241503 1.353049 2.058717 -3.445 8.365 -1.664
N -0.223080 2.585782 2.040930 4.539 -11.677 0.428
C 1.981571 -0.309659 0.691854 1.134 -0.491 1.415
C 3.406503 -0.052679 1.529561 7.277 -0.140 4.800
N 4.523096 -0.005421 2.226837 -10.684 -0.310 -6.727
P 1.907451 0.714409 -0.917417 -1.275 0.229 -5.802
O 0.927136 0.097298 -2.015995 3.707 2.135 4.752
O 3.553179 0.686894 -1.585944 -2.446 1.208 3.595
O 1.506795 2.395524 -0.711712 1.574 -3.211 1.418
H -2.232680 0.421587 -2.475017 -1.749 -1.652 0.587
H -3.453454 -0.973452 -3.000407 0.814 1.133 1.834
H -3.947439 0.306744 -1.664360 1.752 -1.372 -0.887
H -3.212658 -1.845407 -0.309452 1.977 1.223 -1.298
H -1.496118 -1.899331 -1.270681 -2.039 1.256 0.557
H -2.534756 0.340273 0.819594 2.149 -0.867 -1.298
H -1.133035 0.680725 -0.474403 -0.819 -1.634 1.412
H -1.273964 -1.285770 2.108351 1.445 0.527 -2.113
H -0.364706 -2.077902 0.652206 -0.281 2.491 0.798
H 0.964180 -0.714993 2.690469 -0.444 1.379 -2.246
H 2.033168 -1.454032 0.356742 -0.047 2.613 0.556
H 4.128759 1.182597 -0.903441 -0.963 -1.044 -1.544
H 1.784084 2.755599 0.182314 -0.505 -0.541 -1.235

***

25
Properties=species:S:1:pos:R:3:forces:R:3 method="wB97M-V/def2-TZVPD" charge=0 relative_energy_ev=5.264 homo_lumo_gap_ev="8.38 / 8.38"
C 2.230384 1.501287 -0.719436 0.733 0.741 -0.552
C 2.539096 -0.414023 0.212449 -1.031 0.949 -0.908
C 0.905859 -1.872183 -0.178482 2.777 -2.129 -2.380
C 0.591044 -0.614449 -0.902966 -4.729 1.262 0.529
C -2.473485 -0.720335 -0.196883 0.228 1.931 3.064
C -1.303411 1.593714 -0.373492 -3.056 -0.436 0.064
C -0.881685 0.130176 1.672824 1.984 0.354 -3.376
C -1.307245 0.200162 0.185392 2.211 -1.494 -1.303
N 3.415746 1.493149 -0.153020 -0.619 -0.939 -0.494
N 3.641190 0.192280 0.385909 0.116 1.328 0.472
N 1.572714 0.299155 -0.519459 2.377 -0.428 0.710
O 2.108663 -1.603862 0.555034 0.413 -1.062 0.674
H 1.952341 2.370011 -1.352414 -0.324 -1.007 0.716
H 0.280667 -2.371571 0.477994 -1.929 -0.098 1.495
H 1.148809 -2.760413 -0.906861 -0.197 1.639 0.774
H 0.353179 -0.784579 -1.969437 0.140 0.676 0.616
H -2.356486 -1.444773 -0.871652 1.715 -2.883 -2.996
H -3.295370 -0.228023 -0.665123 -0.927 0.992 0.370
H -2.759653 -1.320609 0.675609 -0.468 0.557 0.088
H -0.491415 2.116334 0.044380 1.948 0.606 -0.740
H -1.569758 1.557452 -1.498287 0.878 0.707 1.901
H -2.071547 2.215300 0.222209 0.098 -0.976 -1.177
H 0.142638 0.557784 1.773241 -0.582 -0.153 -0.040
H -0.829945 -0.883400 1.973837 -0.435 -0.821 0.848
H -1.542340 0.791407 2.128630 -1.320 0.683 1.643

***

30
Properties=species:S:1:pos:R:3:forces:R:3 method="wB97M-V/def2-TZVPD" smiles="NC(=O)C[C@H](NC(=O)[C@@H](N)CC(=O)O)C(=O)O" charge=0 relative_energy_ev=1.911 homo_lumo_gap_ev=9.97
N -4.045643 1.590500 1.969941 -1.684 -1.209 0.471
C -3.626099 0.559256 1.210448 0.604 -1.367 -3.109
O -4.266135 -0.472234 0.890825 1.622 2.777 1.637
C -2.162430 0.873298 0.606846 -2.021 -0.519 -0.017
C -1.537838 -0.338490 -0.078863 -0.989 1.389 -1.642
N -0.245655 -0.460567 0.430228 2.658 -0.893 0.793
C 0.869302 0.297125 0.135724 -0.751 -2.237 -1.863
O 0.855985 1.049822 -0.804273 -0.724 2.185 -0.149
C 2.195235 -0.079973 0.735347 1.151 0.472 2.010
N 2.427524 -1.492821 1.169588 -1.244 1.717 -0.266
C 3.348647 0.392000 -0.145339 -1.825 0.608 -0.448
C 3.379139 -0.260795 -1.503576 2.473 1.082 0.166
O 4.400936 -0.276159 -2.164688 -1.042 -0.304 0.350
O 2.246108 -0.787627 -1.945833 -0.034 -1.589 -1.296
C -1.771200 -0.335812 -1.665842 -2.534 0.075 2.634
O -2.939117 -0.114409 -1.970858 2.891 -0.251 -0.687
O -0.823451 -0.908043 -2.387471 -1.450 -0.072 -1.663
H -5.013395 1.509351 2.296440 0.698 0.433 -0.093
H -3.556072 2.458577 1.997579 0.096 0.217 0.029
H -1.588781 1.162832 1.480188 0.400 -0.046 -0.009
H -2.117835 1.703271 -0.124574 -0.660 -0.182 0.585
H -2.047026 -1.274544 0.112668 -0.440 -0.003 0.569
H -0.056492 -1.388395 0.723783 0.501 -0.527 0.679
H 2.223931 0.609449 1.618940 0.281 -0.810 -0.151
H 2.183665 -1.993492 0.319923 -0.002 -0.745 0.276
H 1.691567 -1.632245 1.866685 0.386 -0.707 -0.127
H 4.300287 0.222046 0.336876 0.126 0.274 0.050
H 3.072991 1.459198 -0.327391 0.978 -0.610 -0.014
H 2.559949 -1.271377 -2.754549 -0.643 0.450 0.494
H 0.041902 -0.799744 -2.028772 1.180 0.391 0.793

***

27
Properties=species:S:1:pos:R:3:forces:R:3 method="wB97M-V/def2-TZVPD" smiles="CCCNc1ncnc(NC)c1N=O" charge=0 relative_energy_ev=4.512 homo_lumo_gap_ev=8.20
C 0.511979 1.200868 4.150738 -0.675 0.683 0.485
C -0.762546 1.443358 3.174777 0.220 -1.445 4.193
C -0.572904 1.143147 1.763934 -0.264 0.479 -3.239
N 0.316959 0.019018 1.420948 -1.523 -1.765 2.517
C 0.178085 -0.669396 0.246662 0.697 -1.105 2.332
N 0.600847 -1.973019 0.306434 0.156 2.544 -2.121
C 0.959669 -2.313375 -0.959833 0.728 -2.972 2.938
N 0.730486 -1.858905 -2.138361 1.401 -0.523 -0.908
C 0.177369 -0.667121 -2.222212 -1.683 -2.289 1.545
N -0.150327 -0.278482 -3.413241 -0.059 2.018 -1.515
C 0.073646 -1.118791 -4.574296 -2.581 -1.617 -1.287
C -0.251082 -0.086314 -0.965581 1.481 0.216 -2.227
N -0.574723 1.186168 -1.010726 -1.273 2.697 1.729
O -0.892778 1.724764 -2.077881 0.203 0.080 -0.396
H 0.015674 1.425529 5.218818 1.867 0.700 -2.187
H 1.384181 1.803439 3.636895 -1.378 -0.911 2.065
H 0.871090 0.148707 4.450733 -0.656 1.134 -1.530
H -1.518780 0.871772 3.776110 0.043 -0.131 -1.340
H -1.155701 2.460756 3.310781 0.660 -0.064 -0.185
H -0.082582 1.965711 1.255965 -0.117 0.666 0.253
H -1.529567 1.071894 1.166039 0.748 -0.133 0.955
H 0.443019 -0.579983 2.327133 0.031 0.844 -2.776
H 1.580325 -3.204335 -0.875901 -0.176 -0.316 -0.620
H -0.489174 0.678991 -3.372659 -0.454 0.135 -0.633
H -0.672971 -1.958157 -4.447680 0.714 0.523 -0.121
H -0.190550 -0.812088 -5.667089 0.823 0.648 2.383
H 1.000356 -1.624155 -4.480509 1.065 -0.097 -0.311

***

23
Properties=species:S:1:pos:R:3:forces:R:3 method="wB97M-V/def2-TZVPD" smiles="C[C@H]1CCC=C1CC#N.O" charge=0 relative_energy_ev=2.264 homo_lumo_gap_ev=10.28
C -0.955691 -2.473202 -1.314890 0.117 -0.086 0.154
C -1.805868 -1.321744 -1.841108 -0.087 -0.005 -0.310
C -3.016428 -0.971433 -0.949814 -0.064 -0.147 0.123
C -3.222897 0.549514 -1.090802 -0.207 0.177 -0.018
C -1.879032 1.028800 -1.574902 0.613 -0.336 0.124
C -1.095174 0.014853 -1.967064 -0.444 0.401 0.323
C 0.294539 0.144252 -2.537576 0.243 0.993 -0.102
C 1.368184 -0.060327 -1.541643 2.491 -4.486 1.684
N 2.144255 -0.656699 -0.858379 -2.888 1.803 -2.646
H -0.518903 -2.222013 -0.336934 -0.092 -0.078 -0.255
H -1.571704 -3.375218 -1.191859 0.160 0.213 -0.053
H -0.132971 -2.717639 -2.002546 -0.189 0.047 0.212
H -2.155625 -1.603032 -2.852595 0.028 0.061 0.207
H -3.910671 -1.554346 -1.207060 0.229 0.148 0.067
H -2.760319 -1.206189 0.094805 -0.035 0.047 -0.248
H -4.008097 0.794805 -1.826514 0.219 -0.076 0.158
H -3.525189 1.028854 -0.148817 0.078 -0.138 -0.219
H -1.567620 2.075221 -1.547256 -0.162 -0.244 -0.205
H 0.457711 -0.584759 -3.346054 0.066 0.154 0.284
H 0.435731 1.147230 -2.965616 -0.108 -0.255 0.024
O 2.118271 1.794067 -0.282693 2.478 -1.804 1.029
H 1.192835 2.001369 -0.099875 0.293 -0.848 0.781
H 2.546735 0.766673 0.050032 -2.739 4.458 -1.114

***

23
Properties=species:S:1:pos:R:3:forces:R:3 method="wB97M-V/def2-TZVPD" charge=0 relative_energy_ev=3.876 homo_lumo_gap_ev=8.09
C -1.172151 1.888222 -0.225938 0.392 0.245 0.734
C 1.969803 -1.266750 0.167631 0.034 0.147 0.196
C -1.786210 -1.013924 -0.269804 0.097 0.044 -0.023
C 0.072546 1.078366 -0.544025 -1.121 -1.748 -2.607
C 0.603022 0.451941 1.257165 0.133 -1.421 0.759
C 0.635832 -0.648460 0.439708 0.603 0.867 0.583
C -0.369090 -0.645178 -0.646005 -0.199 1.940 0.158
N -0.012307 -1.105801 -1.939320 0.088 -0.105 -0.138
C 0.707491 1.080236 2.399473 -0.129 0.189 0.013
O 0.947934 1.478209 -1.302270 -0.003 -0.121 0.505
H 0.065264 -2.108081 -2.045141 0.021 0.003 0.053
H 0.798751 -0.631188 -2.317055 -0.013 0.077 0.066
H -1.737575 1.495675 0.611509 -0.028 0.023 0.002
H -0.846922 2.904277 -0.002766 -0.097 0.051 0.016
H -1.802502 1.900999 -1.115874 0.175 -0.097 -0.066
H 1.843594 -2.263128 -0.258264 0.036 0.087 -0.094
H 2.497824 -0.621499 -0.548106 0.006 -0.168 0.010
H 2.554062 -1.327089 1.084389 0.052 0.047 -0.042
H -2.033304 -0.709847 0.746093 0.022 0.011 0.024
H -1.896913 -2.101402 -0.320020 -0.066 0.009 -0.029
H -2.495845 -0.564201 -0.963985 -0.015 -0.053 -0.014
H 0.903067 2.145445 2.440647 -0.001 0.047 -0.063
H 0.553630 0.583179 3.351957 0.014 -0.074 -0.043